Here is 2 unconnected molecules or ions with the total composition C24H24Cl2N in a non-equilibrium geometry from the Open Molecules 2025 dataset. Energies are from ωB97M-V/def2-TZVPD.

Positions of all 51 atoms, in Å:
1 Cl -0.88562 -2.12721 5.51447
2 Cl -2.79100 -0.00754 -5.24045
3 N -5.95511 -0.37823 2.27821
4 C -1.92648 0.74336 2.98257
5 C -6.96893 0.69285 2.07897
6 C -1.99301 0.08149 1.73291
7 C -1.35080 -1.96708 2.86755
8 C -2.22632 -0.69064 -1.37701
9 C -7.75363 1.72270 5.13990
10 C -2.65103 0.21401 -3.54741
11 C -7.04306 0.90044 0.54685
12 C -2.33304 -0.86304 -2.72921
13 C -5.40310 1.37384 4.94225
14 C -6.07087 -1.28359 1.11769
15 C -1.29792 -1.28797 4.07855
16 C -2.34085 0.86600 0.60742
17 C -1.58574 0.07156 4.12372
18 C -2.75797 1.65023 -1.63707
19 C -6.47057 1.12252 7.06065
20 C -5.32789 1.08835 6.28831
21 C -2.85947 1.47001 -2.98869
22 C -1.68952 -1.30239 1.72159
23 C -6.68563 1.96480 2.88205
24 C -6.47038 -0.39958 -0.07757
25 C -7.68506 1.43683 6.48751
26 C -6.61150 1.70613 4.35360
27 C -2.43706 0.57464 -0.77438
28 H -2.17444 -1.83163 -3.17368
29 H -5.59933 -0.18685 -0.71025
30 H -3.09619 2.29336 -3.63832
31 H -1.97812 -1.54820 -0.79073
32 H -7.93092 0.28225 2.42733
33 H -5.13422 -1.82967 0.95932
34 H -5.75241 2.41937 2.54110
35 H -2.13087 1.80017 3.01960
36 H -8.57810 1.46020 7.09242
37 H -8.07236 1.09544 0.22529
38 H -2.91094 2.62728 -1.21025
39 H -6.06915 -0.84671 3.18105
40 H -1.72237 -1.86867 0.81676
41 H -7.20368 -0.90303 -0.71880
42 H -1.52576 0.58255 5.06776
43 H -8.69966 1.96199 4.68762
44 H -4.37840 0.83927 6.73457
45 H -6.45003 1.77686 0.26220
46 H -6.84950 -2.02959 1.32276
47 H -6.41468 0.89777 8.11172
48 H -1.12436 -3.02007 2.84478
49 H -2.55456 1.89598 0.84839
50 H -4.52007 1.33452 4.33010
51 H -7.46504 2.70553 2.68123

The calculation puts the HOMO-LUMO gap at 5.056 eV. The value obtained for the strongest force on any atom is 1.0 eV Å⁻¹. The multiplicity is 1. As for the charge: +1.

Mulliken atomic charges, in units of e: Cl -0.147; Cl -0.137; N -0.275; C -0.598; C 0.288; C 1.175; C -1.363; C 0.183; C -0.249; C 0.478; C -0.785; C -1.350; C 0.003; C -0.773; C 0.489; C -0.409; C -0.737; C -0.620; C -0.412; C -0.651; C -0.822; C 0.064; C -1.243; C -0.097; C -0.691; C 0.058; C 1.023; H 0.444; H -0.101; H 0.439; H 0.427; H 0.297; H 0.330; H 0.356; H 0.402; H 0.392; H 0.340; H 0.454; H 0.269; H 0.443; H 0.363; H 0.428; H 0.422; H 0.402; H 0.338; H 0.338; H 0.392; H 0.451; H 0.237; H 0.359; H 0.378